[1]
DFT (the ωB97M-V functional and the def2-TZVPD basis) results for 7 unconnected molecules or ions with the total composition C24H64N4O7.

Last column: Mulliken charge in e.
Cartesian coordinates (Å):
O  0.15  -2.43  0.56  -0.4333
O  -1.68  -2.44  6.53  -0.3047
O  2.71  -4.04  -6.30  -0.3155
O  -5.14  1.35  -4.30  -0.4123
O  3.40  0.46  4.87  -0.4643
O  2.02  4.09  2.00  -0.3125
O  4.61  -2.27  1.03  -0.4763
N  5.24  -4.28  -4.89  -0.7665
N  -3.21  -2.70  3.22  -0.6528
N  3.55  5.72  3.57  -0.7554
N  -4.47  2.06  -3.37  0.0427
C  5.91  -1.67  0.89  -0.6149
C  -2.80  2.90  -4.97  -1.9806
C  -0.17  -3.29  -0.52  -0.5825
C  4.03  -5.29  -3.02  -1.4228
C  -2.94  -3.06  4.59  0.2647
C  -2.23  0.79  -3.79  -1.7465
C  1.54  -3.40  -6.82  -0.7303
C  3.29  -0.90  5.28  -0.4569
C  -2.66  2.49  -1.11  -0.3711
C  -2.34  2.93  -2.50  -1.4717
C  2.17  5.47  1.69  -0.7562
C  2.37  3.20  0.92  -0.5994
C  2.62  7.88  2.78  -1.3194
C  -5.01  1.86  -2.02  1.8088
C  -3.01  2.14  -3.67  1.8454
C  2.78  -4.17  -4.92  -0.6155
C  2.37  6.29  2.98  0.5474
C  4.03  -5.01  -4.55  0.4012
C  -1.50  -1.50  7.58  -0.7989
C  -5.03  0.43  -1.57  -1.7146
C  -2.15  -1.93  5.32  -0.5262
C  -2.26  -4.42  4.61  -1.3556
C  -6.40  2.49  -1.93  -2.0229
C  -4.17  2.73  -1.00  -1.3941
H  4.18  -5.99  -5.01  0.3289
H  -1.84  3.40  -5.05  0.3737
H  6.58  -2.40  0.45  0.2943
H  2.81  8.30  3.77  0.3309
H  -2.26  -2.54  2.91  0.2571
H  1.95  -4.66  -4.40  0.3426
H  3.38  4.75  3.36  0.2382
H  1.64  2.91  0.16  0.2419
H  3.01  5.62  1.01  0.3531
H  1.07  -2.59  0.79  0.2659
H  3.54  -1.60  4.49  0.1790
H  -6.40  3.56  -2.12  0.4459
H  -2.70  2.23  -5.82  0.3846
H  -2.62  3.98  -2.58  0.3665
H  -0.18  -4.38  -0.56  0.2855
H  -4.76  0.50  -4.08  0.3740
H  -2.39  1.45  -0.98  0.2377
H  5.07  -3.36  -4.52  0.2793
H  1.72  8.37  2.40  0.3522
H  -0.85  -0.64  7.40  0.2966
H  4.08  -4.40  -2.40  0.2512
H  2.79  -3.21  -4.41  0.3429
H  -1.27  -4.39  4.15  0.3068
H  4.96  -5.77  -2.72  0.3855
H  -1.26  -1.58  4.81  0.2914
H  -5.67  -0.24  -2.15  0.4281
H  -7.10  2.05  -2.64  0.3665
H  4.01  -1.10  6.07  0.2852
H  -2.00  -4.76  5.61  0.3477
H  -2.82  0.04  -4.31  0.3508
H  1.88  -2.93  -7.75  0.2688
H  -2.06  3.15  -0.48  0.3319
H  -1.31  1.01  -4.32  0.4998
H  3.75  5.65  4.56  0.2411
H  1.32  5.77  1.07  0.3751
H  5.19  -4.13  -5.89  0.3098
H  -4.37  3.80  -1.14  0.4119
H  0.70  -4.05  -7.06  0.2709
H  -1.25  2.86  -2.59  0.4407
H  5.84  -0.85  0.17  0.2298
H  2.38  -1.22  5.78  0.1833
H  -3.67  3.53  -5.12  0.4500
H  6.30  -1.23  1.81  0.2588
H  -3.39  -3.57  2.75  0.2747
H  4.84  -3.10  1.47  0.3011
H  1.52  6.13  3.65  0.2451
H  3.35  3.41  0.50  0.3482
H  2.59  2.26  1.43  0.1297
H  -1.15  -2.03  8.47  0.2582
H  -4.52  2.51  0.00  0.4960
H  -3.92  -3.04  5.07  0.1940
H  -6.80  2.50  -0.91  0.4048
H  -2.89  -5.14  4.10  0.4290
H  -5.25  0.24  -0.52  0.3871
H  -1.17  -2.93  -0.76  0.2103
H  -4.06  -0.02  -1.77  0.3330
H  0.52  -2.96  -1.30  0.2547
H  3.17  -5.87  -2.68  0.3777
H  3.48  8.13  2.16  0.3468
H  2.95  0.55  4.03  0.2768
H  -2.49  -1.11  7.78  0.3463
H  -1.97  0.41  -2.80  0.3302
H  1.16  -2.56  -6.24  0.2956
H  -2.89  -1.18  5.62  0.3677

Structure (SMILES)   CC1(C)CCCC(C)(C)N1O.COC[C@H](C)N.COC[C@H](C)N.COC[C@H](C)N.CO.CO.CO
Orbital gap   8.43 eV
Total energy   -1698.24671 Eh
HOMO energy   -8.31 eV
Net charge   0

---

[2]
DFT (the ωB97M-V functional and the def2-TZVPD basis) results for 2 unconnected molecules or ions with the total composition CH2N2O2S.

Last column: Mulliken charge in e.
Cartesian coordinates (Å):
S  -2.68  0.49  0.08  0.7119
O  -2.15  0.32  -1.23  -0.3476
O  -2.25  1.68  0.77  -0.3667
N  1.31  -0.96  -0.51  0.4053
N  1.13  -1.79  -1.28  -0.5164
C  1.46  -0.20  0.47  -0.2854
H  0.72  0.47  0.94  0.1631
H  2.45  -0.02  0.75  0.2359

Orbital gap   7.34 eV
Total energy   -697.39573 Eh
HOMO energy   -8.70 eV
Net charge   0

---

[3]
DFT (the ωB97M-V functional and the def2-TZVPD basis) results for a gas-phase ion, C4H8NS (charge +1).

Last column: Mulliken charge in e.
Cartesian coordinates (Å):
S  1.47  -0.51  0.51  0.0828
N  0.27  -0.25  -1.97  -0.3558
C  0.90  -0.24  2.21  -0.4986
C  -1.35  -0.54  -0.15  -0.5342
C  -0.16  -1.03  -0.73  -0.2488
C  -2.28  -0.17  0.50  0.0267
H  -3.21  0.31  0.93  0.3933
H  1.12  0.26  -1.68  0.3080
H  -0.41  0.56  -2.09  0.3868
H  -0.26  -0.20  2.10  0.1118
H  0.37  -0.81  -2.92  0.3714
H  1.15  -1.08  2.86  0.3191
H  -0.11  -2.15  -0.99  0.3356
H  1.45  0.65  2.51  0.3019

2S+1   3
Orbital gap (alpha / beta)   6.58 / 7.04 eV
<S²>   2.010
Total energy   -609.66281 Eh
HOMO energy (alpha / beta)   -10.24 / -13.94 eV
Net charge   +1

---

[4]
DFT (the ωB97M-V functional and the def2-TZVPD basis) results for a molecular structure, C26H35AlF3N7O2.

Last column: Mulliken charge in e.
Cartesian coordinates (Å):
Al  0.61  0.36  -0.36  -1.3196
F  -0.09  -8.94  -2.23  -0.2685
F  -1.98  -8.38  -3.10  -0.2699
F  -1.86  -8.86  -0.99  -0.2984
O  -3.08  -1.19  -2.39  -0.5324
O  -3.25  -0.05  -4.20  -0.7924
N  -2.76  -0.25  -3.08  0.6952
N  2.35  0.52  -0.59  0.4973
N  -1.74  0.54  -2.57  0.0136
N  -0.47  2.43  -2.76  -0.5180
N  -0.34  1.50  0.64  0.6038
N  0.43  1.95  -1.79  0.1199
N  -2.48  2.45  -3.84  -0.5414
C  -0.96  -4.91  -0.20  -0.5898
C  -3.40  0.58  0.99  -1.1739
C  -0.06  3.36  2.15  0.1632
C  -1.23  -6.24  -0.45  -0.5009
C  4.08  -1.20  -0.80  -1.6591
C  -1.22  -8.23  -1.99  0.8270
C  -2.21  2.51  3.67  -0.6789
C  0.63  4.84  0.25  -1.3955
C  -0.94  -6.79  -1.69  0.4270
C  -2.63  0.48  2.32  0.5639
C  -1.59  3.71  4.01  -1.3830
C  -1.60  1.74  -3.06  0.4203
C  3.52  0.00  0.01  1.3724
C  3.29  -0.50  1.46  -1.5046
C  2.26  4.43  2.12  -1.8942
C  1.11  3.84  1.31  2.1471
C  -0.37  -5.99  -2.67  -0.8254
C  4.63  1.07  0.06  -1.7489
C  -0.51  4.11  3.22  -0.0670
C  -0.73  2.13  1.74  -0.2966
C  -1.82  1.73  2.59  0.3136
C  -1.82  -0.82  2.37  -1.3225
C  -0.40  -4.08  -1.18  0.2980
C  -0.10  -4.66  -2.42  -0.5615
C  0.01  -1.52  -0.73  -0.7450
C  -0.16  -2.70  -0.93  0.3359
H  0.18  2.32  -0.81  0.1690
H  -2.49  -1.69  2.33  0.4675
H  3.10  4.67  1.46  0.4235
H  -3.99  -0.32  0.80  0.4188
H  -3.05  2.17  4.27  0.2395
H  4.21  -0.84  1.95  0.4492
H  1.46  5.15  -0.41  0.2752
H  -0.15  4.40  -0.37  0.2898
H  0.21  5.73  0.73  0.3562
H  1.97  5.36  2.63  0.4183
H  2.57  -1.32  1.45  0.1772
H  -1.19  -4.47  0.77  0.4776
H  -0.13  -6.42  -3.64  0.3302
H  -1.92  4.30  4.85  0.3101
H  -2.01  3.11  -4.46  0.2425
H  2.60  3.72  2.87  0.3898
H  -2.69  0.71  0.18  -0.0368
H  5.56  0.70  0.53  0.3873
H  0.01  5.04  3.47  0.1593
H  -0.61  3.43  -2.72  0.3270
H  4.26  1.93  0.63  0.2097
H  1.40  2.13  -2.04  0.3189
H  3.33  -2.00  -0.82  0.2098
H  -1.67  -6.86  0.32  0.4072
H  2.86  0.32  2.04  0.3129
H  4.85  1.40  -0.96  0.3736
H  4.27  -0.88  -1.82  0.3662
H  -3.38  0.42  3.12  0.4355
H  -4.07  1.44  1.01  0.3741
H  -1.14  -0.89  1.53  -0.0500
H  -3.11  1.84  -4.33  0.2978
H  0.35  -4.04  -3.19  0.4892
H  1.49  2.95  0.79  -0.6802
H  5.02  -1.61  -0.37  0.3786
H  -1.24  -0.87  3.29  0.3750

Orbital gap   4.22 eV
Total energy   -2087.43484 Eh
HOMO energy   0.11 eV
Net charge   -2

---

[5]
DFT (the ωB97M-V functional and the def2-TZVPD basis) results for a molecular structure, C43H38Cl2GeIMgN5O9S.

Last column: Mulliken charge in e.
Cartesian coordinates (Å):
I  1.31  2.41  5.41  -0.1457
Ge  0.50  -4.57  -1.45  2.4329
Cl  -4.48  0.93  -2.30  -0.3036
Cl  -7.18  -0.75  2.05  -0.3411
S  0.15  3.24  -1.56  0.9935
Mg  -0.20  0.60  0.22  2.1988
O  -0.28  2.11  1.43  -0.7617
O  -2.06  0.48  -0.58  -0.2892
O  0.40  -0.04  -3.19  -0.7762
O  0.67  -2.56  2.32  -0.8718
O  3.24  -0.42  -2.55  -0.6187
O  0.36  -1.22  0.55  0.3124
O  1.83  1.47  2.33  -0.3109
O  -1.12  3.70  -1.08  -0.6826
O  1.33  3.83  -0.97  -0.7653
N  2.07  1.13  1.04  0.2991
N  2.82  -0.22  -1.25  0.5599
N  1.07  3.76  2.29  -0.6942
N  0.30  1.61  -1.61  0.3918
N  -2.01  -0.56  1.87  0.4958
C  2.04  -2.89  0.39  -0.8880
C  -0.99  -3.08  -5.11  -0.8206
C  -1.19  -5.53  0.74  0.0393
C  -3.10  -1.46  3.79  -1.4347
C  -0.02  -5.51  -4.21  -0.4968
C  0.01  2.08  -5.27  -0.5099
C  -4.43  -0.62  1.98  -0.2013
C  -0.08  -4.44  -3.32  0.1702
C  0.59  2.39  2.37  0.6589
C  0.08  4.63  -4.07  -0.6586
C  -2.31  -5.53  1.57  -0.8950
C  -0.06  3.23  -6.04  -0.5508
C  1.44  -6.29  -1.25  -0.2307
C  -4.33  -1.19  3.27  -0.9646
C  0.25  1.14  -2.86  0.0479
C  -1.06  -4.60  -0.29  0.0423
C  -3.21  -3.67  0.34  -0.5800
C  3.27  0.75  0.85  0.1655
C  -5.64  -0.40  1.28  0.9623
C  -1.95  -1.15  3.04  -0.3170
C  -0.02  4.49  -5.45  -0.5645
C  3.48  -7.54  -0.87  -0.6494
C  -0.44  -5.38  -5.53  -0.6695
C  -3.17  0.20  -0.04  -0.5881
C  -0.93  -4.16  -5.98  -0.4843
C  -0.56  -3.22  -3.80  0.2663
C  2.81  -6.33  -1.00  -0.5240
C  1.70  -3.09  -1.08  0.2472
C  -4.42  0.35  -0.65  0.5116
C  0.00  2.07  3.74  -1.0066
C  -5.63  0.07  -0.01  -0.6829
C  1.42  -8.72  -1.22  -0.7794
C  0.14  3.47  -3.32  0.2708
C  -3.32  -4.60  1.36  -0.4692
C  0.91  -2.19  1.17  0.2233
C  5.03  0.80  -1.04  -1.8385
C  3.68  0.39  -0.54  0.1133
C  0.76  -7.51  -1.35  -0.1749
C  0.11  2.22  -3.90  -0.1613
C  -3.22  -0.32  1.32  0.0264
C  -2.08  -3.66  -0.47  -0.0690
C  4.29  0.72  1.95  -1.8929
C  2.79  -8.74  -0.98  -0.4309
H  0.37  -6.47  -3.88  0.3004
H  -2.99  -1.93  4.76  0.4045
H  -5.23  -1.43  3.81  0.3657
H  2.61  -3.23  -1.69  0.6721
H  5.70  -0.06  -1.11  0.3142
H  0.87  -9.65  -1.30  0.3768
H  2.29  -3.82  0.92  0.3361
H  -0.14  3.15  -7.12  0.3851
H  2.90  -2.22  0.46  0.2714
H  -0.85  2.72  3.91  0.5347
H  -4.19  -4.59  2.00  0.3889
H  -0.40  -6.25  0.92  0.3099
H  -1.35  -2.11  -5.45  0.4378
H  -0.39  -6.22  -6.21  0.3736
H  -0.07  5.38  -6.08  0.3580
H  2.39  -0.69  -2.97  0.3697
H  -2.00  -2.90  -1.24  0.0240
H  5.48  1.55  -0.39  0.4557
H  3.36  -5.40  -0.91  0.1751
H  -6.56  0.22  -0.54  0.4309
H  2.04  3.80  2.57  0.3022
H  -3.98  -2.93  0.18  0.4493
H  0.10  5.60  -3.60  0.4454
H  4.63  1.73  2.19  0.3399
H  -0.59  -2.35  -3.15  -0.1444
H  3.31  -9.68  -0.87  0.3573
H  1.23  -2.18  -1.45  -1.1064
H  -0.28  1.02  3.79  0.2086
H  3.83  0.32  2.85  0.4392
H  -1.26  -4.05  -7.00  0.3451
H  -0.31  -7.51  -1.52  0.4769
H  5.15  0.11  1.67  0.4546
H  1.02  4.02  1.31  0.3803
H  0.00  1.09  -5.71  0.5174
H  -0.95  -1.41  3.39  0.7430
H  4.55  -7.54  -0.67  0.3937
H  4.92  1.21  -2.05  0.4354
H  -2.38  -6.24  2.38  0.3431

Orbital gap   6.12 eV
Total energy   -6505.86738 Eh
HOMO energy   -2.35 eV
Net charge   -2

---

[6]
DFT (the ωB97M-V functional and the def2-TZVPD basis) results for C4H6O2 in the gas phase.

Last column: Mulliken charge in e.
Cartesian coordinates (Å):
O  -1.10  -0.91  2.05  -0.4707
O  -1.25  0.58  0.34  -0.3394
C  0.81  -0.52  -0.36  -0.5003
C  -1.55  -0.58  0.99  0.1483
C  0.79  0.80  -1.07  -0.5241
C  0.16  0.67  0.28  -0.0427
H  1.72  1.36  -1.11  0.2378
H  1.70  -0.93  0.10  0.2421
H  -2.17  -1.21  0.34  0.4271
H  0.14  -1.28  -0.77  0.2562
H  0.61  1.14  1.14  0.3299
H  0.14  0.89  -1.93  0.2359

Structure (SMILES)   O=COC1CC1
Orbital gap   11.72 eV
Total energy   -306.44007 Eh
HOMO energy   -10.64 eV
Net charge   0

---

Result set for relative energy (zero: lowest compared OMol25 entry of this formula, charge and spin): 1.917 4.224 2.611 1.475 0.280 1.802 eV, one per record in the order listed.